A single C2H4N4S molecule. Source: the Open Molecules 2025 dataset; level of theory: the ωB97M-V functional and the def2-TZVPD basis.

Values from the calculation:
HOMO energy, eV: -8.4
Energy above the lowest of the compared OMol25 structures with the same formula, charge and spin, kJ/mol: 611.4
F_max, Eh/bohr: 0.0984
HOMO-LUMO gap, eV: 8.7
DFT total energy, a.u.: -695.59904

Structure (XYZ):
```
11
Properties=species:S:1:pos:R:3:forces:R:3
C 1.755968 -0.781607 0.591246 -1.766 -4.674 0.789
C -0.089066 0.945610 -1.009569 -0.097 0.431 -1.085
N 1.979106 0.428163 0.418194 0.742 -0.300 0.840
N 1.913034 1.447166 -0.021121 -0.027 3.264 -1.232
N -0.556918 -0.151877 -0.566858 -0.839 -0.891 1.234
N -1.770724 -0.320593 0.277479 0.782 0.112 -0.352
S 0.482404 -1.556973 -0.492460 0.887 1.184 0.028
H 1.713115 -1.246029 1.572530 0.609 0.531 -0.097
H -0.806080 1.717893 -0.761186 -0.271 0.683 0.057
H -2.325447 0.533139 0.218061 0.355 0.119 -0.139
H -2.295388 -1.014896 -0.226319 -0.375 -0.459 -0.043
```
Forces are in eV/Å.